Below is C25H32O7 in the gas phase, with properties calculated with ωB97M-V/def2-TZVPD.

Atoms and positions in Å:
O 2.511 -0.069 -0.805
C 2.078 0.595 -1.719
O 1.156 1.556 -1.565
C 0.655 1.782 -0.256
C -0.731 1.133 -0.087
O -1.390 1.642 1.062
C -1.031 1.095 2.281
O 0.332 1.262 2.563
C 0.803 0.144 3.292
C 0.840 0.453 4.797
C 1.874 1.533 5.099
C 3.255 1.101 4.618
C 3.219 0.824 3.119
C 2.195 -0.259 2.796
H 2.456 -1.195 3.291
H 2.158 -0.442 1.722
H 4.201 0.507 2.766
H 2.943 1.738 2.591
H 3.560 0.197 5.150
H 3.984 1.883 4.835
H 1.889 1.734 6.172
H 1.583 2.450 4.582
H -0.154 0.773 5.115
H 1.085 -0.473 5.318
O -0.117 -0.918 3.053
C -1.254 -0.430 2.391
C -1.394 -1.093 1.021
O -2.735 -1.090 0.602
C -2.746 -1.191 -0.815
C -3.756 -0.181 -1.390
C -5.121 -0.822 -1.654
C -5.407 -1.863 -0.579
C -4.456 -3.053 -0.733
C -3.088 -2.615 -1.267
H -3.069 -2.614 -2.356
H -2.305 -3.292 -0.922
H -4.334 -3.539 0.235
H -4.880 -3.786 -1.422
H -5.254 -1.400 0.396
H -6.442 -2.204 -0.639
H -5.889 -0.048 -1.653
H -5.132 -1.300 -2.635
H -3.854 0.629 -0.665
H -3.336 0.223 -2.312
O -1.420 -0.887 -1.254
C -0.677 -0.412 -0.152
H 0.350 -0.764 -0.262
H -1.023 -2.127 1.118
H -2.155 -0.667 2.970
H -1.648 1.644 3.010
H -1.357 1.472 -0.922
H 0.549 2.863 -0.136
H 1.360 1.396 0.484
C 2.516 0.452 -3.125
C 1.901 1.151 -4.161
C 2.343 0.980 -5.460
C 3.395 0.119 -5.732
C 4.007 -0.580 -4.704
C 3.569 -0.417 -3.404
H 4.029 -0.950 -2.586
H 4.825 -1.251 -4.918
H 3.737 -0.009 -6.749
H 1.867 1.520 -6.265
H 1.082 1.816 -3.940

Forces on atoms 1 to 6 (eV/Å):
0.0 0.1 -0.2
0.2 -0.1 0.4
-0.1 -0.1 -0.4
-0.2 0.1 0.8
0.3 -0.1 -0.5
0.2 0.2 0.0

Output
total charge	0
HOMO level	-9.4	eV
total energy	-1498.550386	hartree
energy relative to the best compared isomer or geometry (same formula, charge and spin)	22.2	kJ/mol
orbital gap	9.92	eV

Partial atomic charges computed with the natural (NBO) method, in multiples of e: atom 1 (O): -0.61, atom 2 (C): 0.78, atom 3 (O): -0.51, atom 4 (C): -0.10, atom 5 (C): 0.05, atom 6 (O): -0.51, atom 7 (C): 0.36, atom 8 (O): -0.56, atom 9 (C): 0.55, atom 10 (C): -0.44, atom 11 (C): -0.40, atom 12 (C): -0.40, atom 13 (C): -0.40, atom 14 (C): -0.44, atom 15 (H): 0.21, atom 16 (H): 0.24, atom 17 (H): 0.21, atom 18 (H): 0.20, atom 19 (H): 0.19, atom 20 (H): 0.21, atom 21 (H): 0.21, atom 22 (H): 0.21, atom 23 (H): 0.21, atom 24 (H): 0.21, atom 25 (O): -0.53, atom 26 (C): 0.04, atom 27 (C): 0.07, atom 28 (O): -0.55, atom 29 (C): 0.56, atom 30 (C): -0.45, atom 31 (C): -0.40, atom 32 (C): -0.41, atom 33 (C): -0.40, atom 34 (C): -0.44, atom 35 (H): 0.21, atom 36 (H): 0.22, atom 37 (H): 0.21, atom 38 (H): 0.20, atom 39 (H): 0.21, atom 40 (H): 0.21, atom 41 (H): 0.21, atom 42 (H): 0.19, atom 43 (H): 0.22, atom 44 (H): 0.22, atom 45 (O): -0.54, atom 46 (C): 0.02, atom 47 (H): 0.23, atom 48 (H): 0.19, atom 49 (H): 0.20, atom 50 (H): 0.17, atom 51 (H): 0.21, atom 52 (H): 0.20, atom 53 (H): 0.22, atom 54 (C): -0.11, atom 55 (C): -0.17, atom 56 (C): -0.22, atom 57 (C): -0.18, atom 58 (C): -0.22, atom 59 (C): -0.17, atom 60 (H): 0.23, atom 61 (H): 0.22, atom 62 (H): 0.21, atom 63 (H): 0.22, atom 64 (H): 0.23


Below is a 2-piece molecular cluster, C3H10N2O2 overall, with properties calculated with ωB97M-V/def2-TZVPD.

Atoms and positions in Å:
C 1.987 -0.543 1.360
C 1.483 -0.430 -0.182
C 0.066 -0.119 -0.551
N -0.248 1.261 -0.685
O -0.809 -0.928 -0.691
N 3.206 -1.232 1.578
H 1.382 -0.860 2.147
H 2.203 0.472 1.793
H 1.547 -1.511 -0.450
H 2.245 0.004 -0.989
H -1.054 1.325 -1.243
H -0.189 2.239 -0.116
H 3.831 -0.675 2.050
H 3.612 -1.823 0.845
H -5.014 0.641 -0.594
H -5.566 1.688 -1.503
O -4.805 1.534 -0.803

Forces on atoms 1 to 6 (eV/Å):
0.7 3.7 -1.2
2.4 -2.5 -0.4
0.0 2.7 2.2
0.4 2.6 0.9
0.0 -0.7 -0.7
0.0 -2.6 -1.8

Output
total charge	0
HOMO level	-9.0	eV
total energy	-380.224515	hartree
energy relative to the best compared isomer or geometry (same formula, charge and spin)	294.4	kJ/mol
orbital gap	9.83	eV

Partial atomic charges computed with the natural (NBO) method, in multiples of e: atom 1 (C): -0.20, atom 2 (C): -0.53, atom 3 (C): 0.69, atom 4 (N): -0.91, atom 5 (O): -0.56, atom 6 (N): -0.86, atom 7 (H): 0.20, atom 8 (H): 0.17, atom 9 (H): 0.23, atom 10 (H): 0.24, atom 11 (H): 0.38, atom 12 (H): 0.42, atom 13 (H): 0.36, atom 14 (H): 0.37, atom 15 (H): 0.46, atom 16 (H): 0.46, atom 17 (O): -0.93


Below is a 10-piece molecular cluster, C38H62F6N2O24 overall, with properties calculated with ωB97M-V/def2-TZVPD.

Atoms and positions in Å:
C -0.773 0.592 6.239
N -0.125 0.550 4.861
C 0.669 1.846 4.830
C 0.855 -0.557 4.761
C -1.235 0.561 3.837
C -0.641 0.124 2.523
O 0.193 1.083 1.973
H -1.285 1.527 6.433
H 0.116 0.525 6.867
H -1.369 -0.300 6.410
H 1.109 2.031 3.848
H 1.469 1.747 5.556
H -0.009 2.693 4.916
H 1.531 -0.411 3.927
H 0.472 -1.573 4.802
H 1.480 -0.397 5.640
H -1.851 1.455 3.865
H -1.827 -0.280 4.210
H -1.384 -0.191 1.786
H -0.174 -0.843 2.780
H 0.517 0.636 1.134
C -0.456 -1.914 -1.236
C 0.862 -1.466 -0.500
C 2.082 -2.178 -1.118
O 1.007 -0.116 -0.261
H -0.625 -2.991 -1.357
H -0.342 -1.520 -2.253
H -1.422 -1.609 -0.835
H 0.572 -1.918 0.477
H 2.995 -1.731 -0.719
H 2.119 -1.941 -2.186
H 2.062 -3.250 -0.918
C -1.874 4.302 -1.288
C -2.765 4.664 -0.081
C -4.182 5.097 -0.625
C -5.126 3.958 -1.077
C -5.256 3.110 0.133
C -3.974 2.518 0.655
N -2.990 3.571 0.906
O -1.802 3.095 1.514
C -4.381 1.854 2.011
C -3.371 1.433 -0.300
C -2.274 5.902 0.716
H -2.547 4.024 -2.102
H -1.135 3.517 -1.123
H -1.311 5.095 -1.785
H -4.630 5.714 0.150
H -4.006 5.733 -1.496
H -4.853 3.349 -1.942
H -6.117 4.354 -1.314
H -5.924 2.242 0.025
H -5.858 3.682 0.848
H -4.861 2.578 2.670
H -5.074 1.014 1.949
H -3.425 1.545 2.427
H -3.171 1.887 -1.271
H -2.525 0.853 0.054
H -4.203 0.737 -0.444
H -3.036 6.600 1.065
H -1.634 6.521 0.084
H -1.736 5.533 1.588
H -1.300 2.810 0.731
C 4.055 -4.960 -0.963
C 2.866 -5.016 0.023
O 1.958 -5.801 -0.740
C 2.459 -6.238 -1.906
O 1.830 -6.948 -2.619
O 3.696 -5.678 -2.132
H 4.914 -5.424 -0.471
H 4.297 -3.933 -1.229
H 2.606 -3.960 -0.028
H 3.096 -5.461 0.984
C 3.922 0.672 -3.233
C 5.074 -0.166 -2.612
O 4.913 -1.397 -3.247
C 4.439 -1.148 -4.489
O 4.361 -1.981 -5.329
O 3.937 0.117 -4.541
F 4.854 -0.314 -1.268
H 4.292 1.690 -3.328
H 2.990 0.488 -2.696
H 6.055 0.277 -2.788
C -2.655 -3.694 1.471
C -3.538 -2.460 1.636
O -4.789 -2.951 1.244
C -4.591 -4.027 0.408
O -5.418 -4.595 -0.195
O -3.251 -4.371 0.383
F -3.241 -1.441 0.777
H -2.704 -4.332 2.358
H -1.608 -3.389 1.416
H -3.562 -2.086 2.662
C -0.840 0.795 -3.299
C 0.286 0.670 -4.333
O 0.675 2.014 -4.365
C -0.449 2.779 -4.157
O -0.522 3.947 -4.350
O -1.431 2.062 -3.603
F -0.137 0.245 -5.557
H -0.478 0.829 -2.266
H -1.686 0.108 -3.336
H 1.090 -0.009 -4.055
C 1.571 3.485 -0.079
C 2.812 2.762 0.354
O 3.203 3.507 1.486
C 2.223 4.304 1.929
O 2.251 4.796 3.011
O 1.171 4.291 1.049
F 3.793 2.762 -0.570
H 0.710 2.892 -0.371
H 1.736 4.271 -0.823
H 2.500 1.754 0.647
C 3.288 -0.387 1.065
C 3.880 -1.729 1.385
O 3.968 -1.680 2.796
C 3.933 -0.366 3.253
O 4.217 0.025 4.323
O 3.527 0.434 2.211
F 5.092 -1.968 0.849
H 2.204 -0.473 0.943
H 3.690 0.153 0.208
H 3.061 -2.418 1.173
C 1.049 -5.290 -3.789
C 0.463 -3.965 -4.187
O -0.931 -4.301 -4.104
C -1.069 -5.477 -3.317
O -2.129 -5.966 -3.150
O 0.123 -5.729 -2.794
F 0.904 -3.588 -5.398
H 2.044 -5.202 -3.354
H 1.109 -6.021 -4.597
H 0.596 -3.275 -3.347

Forces on atoms 1 to 6 (eV/Å):
1.6 -0.9 -0.1
-0.9 2.3 0.7
0.2 0.2 -1.3
0.9 0.2 0.9
0.3 -1.7 0.0
-0.8 -0.4 -0.4

Output
total charge	0
HOMO level	-8.4	eV
total energy	-3999.397095	hartree
orbital gap	7.70	eV

Mulliken population analysis, charges in e, atoms 1 to 99: atom 1 (C): -0.92, atom 2 (N): 0.56, atom 3 (C): -0.82, atom 4 (C): -1.23, atom 5 (C): -1.50, atom 6 (C): 0.44, atom 7 (O): 1.20, atom 8 (H): 0.31, atom 9 (H): 0.46, atom 10 (H): 0.36, atom 11 (H): 0.13, atom 12 (H): 0.45, atom 13 (H): 0.39, atom 14 (H): 0.42, atom 15 (H): 0.22, atom 16 (H): 0.50, atom 17 (H): 0.59, atom 18 (H): 0.35, atom 19 (H): -0.72, atom 20 (H): 0.36, atom 21 (H): -0.39, atom 22 (C): -0.42, atom 23 (C): 1.62, atom 24 (C): 0.06, atom 25 (O): -0.61, atom 26 (H): 0.32, atom 27 (H): -0.15, atom 28 (H): -0.51, atom 29 (H): -0.86, atom 30 (H): -0.28, atom 31 (H): -0.04, atom 32 (H): -0.27, atom 33 (C): -0.74, atom 34 (C): 2.27, atom 35 (C): -1.63, atom 36 (C): -0.44, atom 37 (C): -1.69, atom 38 (C): 2.12, atom 39 (N): -0.26, atom 40 (O): 0.08, atom 41 (C): -1.82, atom 42 (C): -0.76, atom 43 (C): -1.74, atom 44 (H): 0.39, atom 45 (H): -0.79, atom 46 (H): 0.59, atom 47 (H): 0.56, atom 48 (H): 0.28, atom 49 (H): 0.25, atom 50 (H): 0.45, atom 51 (H): 0.50, atom 52 (H): 0.35, atom 53 (H): 0.45, atom 54 (H): 0.36, atom 55 (H): -0.02, atom 56 (H): 0.21, atom 57 (H): -0.62, atom 58 (H): 0.57, atom 59 (H): 0.39, atom 60 (H): 0.39, atom 61 (H): 0.31, atom 62 (H): -0.11, atom 63 (C): -0.08, atom 64 (C): 0.16, atom 65 (O): -0.32, atom 66 (C): 0.52, atom 67 (O): -0.43, atom 68 (O): -0.36, atom 69 (H): 0.37, atom 70 (H): 0.00, atom 71 (H): -0.16, atom 72 (H): 0.44, atom 73 (C): 0.64, atom 74 (C): -0.05, atom 75 (O): -0.27, atom 76 (C): 0.59, atom 77 (O): -0.50, atom 78 (O): -0.41, atom 79 (F): -0.19, atom 80 (H): 0.40, atom 81 (H): -0.48, atom 82 (H): 0.22, atom 83 (C): -0.17, atom 84 (C): 0.60, atom 85 (O): -0.38, atom 86 (C): 0.50, atom 87 (O): -0.46, atom 88 (O): -0.31, atom 89 (F): -0.25, atom 90 (H): 0.38, atom 91 (H): 0.05, atom 92 (H): 0.07, atom 93 (C): 0.13, atom 94 (C): 0.87, atom 95 (O): -0.29, atom 96 (C): 0.40, atom 97 (O): -0.55, atom 98 (O): -0.29, atom 99 (F): -0.40


Below is C7H8O2S in the gas phase, with properties calculated with ωB97M-V/def2-TZVPD.

Atoms and positions in Å:
C -2.051 -1.223 -0.218
C 0.428 -1.183 -0.191
C 1.545 -0.389 -0.045
C -0.856 -0.652 -0.158
C 0.994 1.025 0.097
C -0.524 0.882 0.077
C 2.884 -0.766 0.122
O -3.206 0.648 1.129
O -3.755 0.553 -1.245
S -3.600 -0.150 0.042
H -2.174 -2.306 -0.540
H 1.277 1.575 1.062
H 1.366 1.807 -0.674
H -1.087 1.329 -0.803
H -1.115 1.237 0.854
H 3.590 -0.150 -0.617
H 2.982 -1.797 -0.045
H 3.303 -0.440 1.153

Forces on atoms 1 to 6 (eV/Å):
-0.9 -1.7 -0.7
3.6 -0.4 -0.2
-5.5 0.4 0.0
-0.5 2.4 1.0
0.7 2.5 0.5
-1.6 -1.2 -3.3

Output
total charge	0
HOMO level (alpha / beta)	-8.7 / -8.7	eV
total energy	-819.976176	hartree
energy relative to the best compared isomer or geometry (same formula, charge and spin)	550.2	kJ/mol
orbital gap (alpha / beta)	7.92 / 6.46	eV

Partial atomic charges computed with the natural (NBO) method, in multiples of e: atom 1 (C): -0.44, atom 2 (C): 0.13, atom 3 (C): -0.03, atom 4 (C): -0.09, atom 5 (C): -0.44, atom 6 (C): -0.43, atom 7 (C): -0.64, atom 8 (O): -0.88, atom 9 (O): -0.83, atom 10 (S): 1.77, atom 11 (H): 0.25, atom 12 (H): 0.22, atom 13 (H): 0.23, atom 14 (H): 0.24, atom 15 (H): 0.25, atom 16 (H): 0.23, atom 17 (H): 0.23, atom 18 (H): 0.24


Below is C5H8O2 in the gas phase, with properties calculated with ωB97M-V/def2-TZVPD.

Atoms and positions in Å:
O -1.408 1.724 0.969
C -0.278 1.668 0.091
C 0.243 0.231 0.185
C -0.684 -0.928 -0.242
C 0.558 -1.824 -0.435
C 1.461 -0.592 -0.274
O 2.659 -0.463 -0.222
H -1.718 2.641 0.982
H 0.501 2.361 0.427
H -0.602 1.944 -0.926
H 0.524 0.076 1.224
H -1.388 -1.240 0.532
H -1.240 -0.764 -1.176
H 0.715 -2.209 -1.440
H 0.656 -2.626 0.306

Forces on atoms 1 to 6 (eV/Å):
0.1 0.3 -0.1
0.4 -0.2 -0.2
-0.7 0.5 -0.3
-0.1 0.0 0.1
0.2 -0.1 -0.4
0.9 -0.3 0.6

Output
total charge	0
HOMO level	-9.5	eV
total energy	-345.743865	hartree
energy relative to the best compared isomer or geometry (same formula, charge and spin)	160.4	kJ/mol
orbital gap	10.24	eV

Partial atomic charges computed with the natural (NBO) method, in multiples of e: atom 1 (O): -0.72, atom 2 (C): -0.06, atom 3 (C): -0.35, atom 4 (C): -0.39, atom 5 (C): -0.52, atom 6 (C): 0.62, atom 7 (O): -0.52, atom 8 (H): 0.47, atom 9 (H): 0.18, atom 10 (H): 0.17, atom 11 (H): 0.24, atom 12 (H): 0.22, atom 13 (H): 0.21, atom 14 (H): 0.23, atom 15 (H): 0.24